1.
Density functional theory data (ωB97M-V/def2-TZVPD) for a molecular structure, C30H31BFN9O3Zr.

```
76
C30H31BFN9O3Zr | the Open Molecules 2025 dataset | ωB97M-V/def2-TZVPD
Zr 0.976 -0.246 0.052
C 0.120 0.103 -3.569
C 0.923 1.106 -2.820
C 1.092 2.463 -3.069
C 1.894 2.928 -2.054
N 2.230 1.920 -1.225
N 1.614 0.770 -1.716
B 3.174 1.848 0.045
N 2.328 1.870 1.379
C 1.968 2.860 2.216
C 1.158 2.367 3.213
C 1.004 1.017 2.931
C 0.171 -0.004 3.619
N 1.716 0.704 1.836
N 3.952 0.512 -0.006
C 5.248 0.119 -0.021
C 5.316 -1.250 -0.021
C 3.991 -1.685 -0.002
C 3.452 -3.076 0.010
N 3.184 -0.624 0.006
N 4.069 3.159 0.038
C 5.486 3.376 0.021
C 5.700 4.710 0.038
C 4.434 5.308 0.059
C 4.020 6.706 0.084
N 3.451 4.282 0.055
H 0.291 0.210 -4.639
H -0.945 0.267 -3.393
H 0.386 -0.920 -3.298
H 0.683 3.035 -3.884
H 2.256 3.927 -1.889
H 2.323 3.865 2.073
H 0.743 2.918 4.039
H 0.084 0.222 4.680
H 0.599 -1.004 3.532
H -0.840 -0.008 3.203
H 6.074 0.799 -0.037
H 6.205 -1.856 -0.034
H 4.264 -3.799 0.007
H 2.841 -3.274 -0.873
H 2.857 -3.262 0.906
H 6.189 2.569 0.003
H 6.653 5.215 0.035
H 4.869 7.383 0.090
H 3.390 6.887 0.962
H 3.380 6.916 -0.782
C -6.284 -1.711 -1.722
C -5.959 -1.499 -0.254
C -6.612 -2.486 0.696
C -6.128 -3.902 0.429
C -4.623 -3.956 0.419
C -3.954 -5.130 0.650
C -2.551 -5.179 0.651
F -1.980 -6.353 0.874
C -1.777 -4.077 0.447
C -2.432 -2.852 0.220
C -1.710 -1.649 0.023
O -0.355 -1.714 0.015
C -2.360 -0.455 -0.187
C -3.756 -0.478 -0.266
N -4.456 -1.575 -0.076
C -3.845 -2.795 0.191
C -1.662 0.841 -0.460
O -2.042 1.629 -1.270
O -0.529 1.014 0.282
H -7.361 -1.630 -1.864
H -5.966 -2.694 -2.069
H -5.806 -0.957 -2.348
H -6.212 -0.484 0.050
H -7.691 -2.417 0.565
H -6.396 -2.197 1.727
H -6.511 -4.270 -0.525
H -6.497 -4.583 1.195
H -4.500 -6.046 0.840
H -0.701 -4.148 0.464
H -4.312 0.422 -0.497
```

LUMO energy (spin up / spin down): -8.5284 / -11.5856 eV
multiplicity: 2
net charge: +3

Electronic structure analysis, Mulliken charges in units of e:
1 Zr 1.450
2 C -1.415
3 C 0.650
4 C -1.329
5 C 0.138
6 N 1.736
7 N -0.968
8 B -0.931
9 N 1.492
10 C 0.096
11 C -1.284
12 C 0.840
13 C -1.504
14 N -1.012
15 N 0.911
16 C 0.322
17 C -1.618
18 C 0.651
19 C -1.450
20 N -0.330
21 N 0.937
22 C -0.043
23 C -1.055
24 C 0.667
25 C -1.131
26 N -1.116
27 H 0.469
28 H 0.239
29 H 0.312
30 H 0.524
31 H 0.615
32 H 0.602
33 H 0.525
34 H 0.468
35 H 0.338
36 H 0.220
37 H 0.413
38 H 0.510
39 H 0.409
40 H 0.303
41 H 0.302
42 H 0.452
43 H 0.536
44 H 0.400
45 H 0.331
46 H 0.329
47 C -1.302
48 C -0.311
49 C -1.061
50 C -1.056
51 C 0.886
52 C -0.716
53 C -0.037
54 F -0.312
55 C -1.177
56 C 0.156
57 C 2.204
58 O -1.156
59 C 0.644
60 C -0.678
61 N 0.004
62 C -0.121
63 C -0.349
64 O -0.511
65 O -0.353
66 H 0.399
67 H 0.385
68 H 0.404
69 H 0.529
70 H 0.409
71 H 0.369
72 H 0.392
73 H 0.529
74 H 0.585
75 H 0.640
76 H 0.603

***

2.
Density functional theory data (ωB97M-V/def2-TZVPD) for a molecular structure, C30H31BrF4GeN4OPd.

```
73
C30H31BrF4GeN4OPd | the Open Molecules 2025 dataset | ωB97M-V/def2-TZVPD
Pd -0.243 -0.165 -0.387
C 5.311 5.371 -1.040
C 4.901 4.548 0.193
C 6.024 3.563 0.515
C 4.737 5.493 1.393
C 3.578 3.833 -0.095
C 3.483 2.464 -0.277
C 2.240 1.924 -0.535
Br 2.115 0.018 -0.800
C 1.007 2.609 -0.569
O -0.125 1.983 -0.685
C 1.131 4.027 -0.451
C 2.393 4.561 -0.222
C -0.035 5.025 -0.648
C 0.204 5.778 -1.966
C -1.432 4.395 -0.724
C -0.065 6.032 0.515
H 6.241 5.917 -0.845
H 4.537 6.097 -1.299
H 5.467 4.718 -1.904
H 6.934 4.115 0.767
H 6.257 2.920 -0.338
H 5.765 2.931 1.369
H 5.706 5.923 1.666
H 4.340 4.957 2.258
H 4.061 6.321 1.166
H 4.351 1.818 -0.223
H 2.465 5.641 -0.138
H 0.194 5.084 -2.811
H 1.166 6.294 -1.963
H -0.584 6.523 -2.124
H -1.508 3.687 -1.548
H -2.162 5.198 -0.883
H -1.689 3.868 0.195
H 0.822 6.666 0.541
H -0.140 5.509 1.472
H -0.935 6.688 0.412
F -6.440 0.389 -3.420
C -5.451 1.254 -3.514
C -5.657 2.386 -4.191
F -6.835 2.588 -4.741
C -4.658 3.436 -4.275
C -3.401 3.147 -3.610
C -3.194 2.001 -2.950
F -2.003 1.763 -2.472
C -4.214 0.989 -2.807
C -4.046 -0.130 -2.041
C -3.043 -0.203 -1.026
N -2.264 -0.161 -0.183
C -4.875 -1.293 -2.197
N -5.469 -2.268 -2.337
F -2.413 3.999 -3.718
C -4.885 4.600 -4.928
C -6.038 4.820 -5.759
N -6.909 5.040 -6.476
C -4.000 5.731 -4.838
N -3.353 6.674 -4.734
C 0.039 -4.988 -0.304
Ge -1.008 -3.345 -0.521
C -2.849 -3.660 0.071
C -0.957 -2.809 -2.423
C -0.155 -1.953 0.582
H -0.384 -5.807 -0.892
H 0.042 -5.286 0.747
H 1.070 -4.826 -0.625
H -3.467 -4.032 -0.750
H -3.303 -2.749 0.464
H -2.847 -4.412 0.863
H -1.943 -2.925 -2.885
H -0.251 -3.432 -2.976
H -0.642 -1.774 -2.523
H 0.890 -2.186 0.771
H -0.673 -1.793 1.526
```

LUMO energy (spin up / spin down): -3.9333 / -3.9380 eV
net charge: 0

Electronic structure analysis, Mulliken charges in units of e:
1 Pd 0.255
2 C -1.564
3 C 1.947
4 C -2.150
5 C -1.669
6 C -0.219
7 C -0.539
8 C -0.095
9 Br -0.090
10 C 1.325
11 O -0.965
12 C -0.453
13 C -0.184
14 C 2.368
15 C -1.623
16 C -1.983
17 C -1.892
18 H 0.439
19 H 0.306
20 H 0.348
21 H 0.435
22 H 0.352
23 H 0.425
24 H 0.458
25 H 0.354
26 H 0.343
27 H 0.461
28 H 0.212
29 H 0.298
30 H 0.328
31 H 0.433
32 H -0.234
33 H 0.600
34 H 0.434
35 H 0.354
36 H 0.405
37 H 0.480
38 F -0.302
39 C 0.016
40 C 0.230
41 F -0.285
42 C -0.138
43 C 0.443
44 C 0.477
45 F -0.141
46 C 0.571
47 C 0.893
48 C 0.093
49 N -0.462
50 C -0.470
51 N -0.478
52 F -0.216
53 C 1.148
54 C -0.180
55 N -0.455
56 C -0.089
57 N -0.445
58 C -1.262
59 Ge 0.637
60 C -1.175
61 C -1.095
62 C -1.172
63 H 0.356
64 H 0.370
65 H 0.347
66 H 0.354
67 H 0.354
68 H 0.382
69 H 0.346
70 H 0.414
71 H 0.232
72 H 0.576
73 H 0.424

***

3.
Density functional theory data (ωB97M-V/def2-TZVPD) for a molecular structure, C30H31BrFeGeN3O5S2.

```
74
C30H31BrFeGeN3O5S2 | the Open Molecules 2025 dataset | ωB97M-V/def2-TZVPD
Fe 0.547 -0.400 0.585
Br -2.157 0.852 -1.908
C -2.034 -0.902 -1.243
C -3.136 -1.702 -1.512
C -3.149 -3.006 -1.068
C -2.033 -3.477 -0.403
C -0.981 -2.615 -0.187
N -0.963 -1.321 -0.573
C 0.245 -3.124 0.531
O 0.361 -4.309 0.769
O 1.103 -2.202 0.813
H -3.967 -1.277 -2.053
H -4.006 -3.640 -1.249
H -1.934 -4.488 -0.038
C 4.380 2.086 -0.294
C 2.958 1.620 -0.142
S 2.672 -0.126 -0.361
C 1.905 2.387 0.132
C 2.022 3.870 0.357
S 0.252 1.777 0.191
H 5.064 1.239 -0.348
H 4.687 2.691 0.561
H 4.510 2.686 -1.197
H 2.846 4.294 -0.219
H 2.193 4.085 1.414
H 1.101 4.372 0.064
C -1.931 -2.687 4.570
C -2.910 -1.518 4.572
C -2.329 -0.228 3.960
C -3.378 0.899 3.993
C -2.879 2.201 3.376
C -1.155 0.205 4.829
O -1.278 0.493 5.993
N 0.097 0.260 4.229
C 0.299 -0.024 2.915
O 1.422 0.075 2.368
N -0.691 -0.412 2.103
C -1.996 -0.517 2.492
O -2.876 -0.836 1.721
H -2.400 -3.579 4.985
H -1.048 -2.472 5.176
H -1.598 -2.932 3.560
H -3.224 -1.284 5.591
H -3.799 -1.769 3.992
H -3.660 1.055 5.035
H -4.253 0.535 3.454
H -2.009 2.589 3.910
H -3.655 2.965 3.418
H -2.600 2.069 2.328
H 0.884 0.553 4.788
Ge 2.681 -0.211 -2.644
C 1.306 -1.485 -3.102
C 1.391 -2.783 -2.595
C 0.405 -3.713 -2.884
C -0.676 -3.351 -3.678
C -0.764 -2.065 -4.191
C 0.228 -1.134 -3.909
C 2.474 1.582 -3.328
C 3.566 2.193 -3.944
C 3.476 3.499 -4.405
C 2.292 4.206 -4.252
C 1.199 3.606 -3.642
C 1.289 2.300 -3.182
H 4.077 -0.729 -3.022
H 2.217 -3.070 -1.954
H 0.467 -4.710 -2.468
H -1.452 -4.074 -3.896
H -1.606 -1.784 -4.811
H 0.152 -0.132 -4.315
H 4.494 1.647 -4.067
H 4.329 3.964 -4.882
H 2.221 5.226 -4.608
H 0.276 4.157 -3.516
H 0.441 1.852 -2.681
```

LUMO energy (spin up / spin down): -0.2007 / -0.4197 eV
multiplicity: 2
net charge: 0

Electronic structure analysis, Mulliken charges in units of e:
1 Fe 0.542
2 Br 0.015
3 C -0.597
4 C -0.613
5 C -1.041
6 C -0.634
7 C 0.616
8 N 1.331
9 C 0.368
10 O -0.748
11 O -0.681
12 H 0.556
13 H 0.500
14 H 0.582
15 C -1.708
16 C -0.049
17 S -0.362
18 C 1.405
19 C -1.772
20 S -0.463
21 H 0.427
22 H 0.455
23 H 0.319
24 H 0.424
25 H 0.320
26 H 0.409
27 C -1.051
28 C -1.470
29 C 2.571
30 C -1.472
31 C -1.071
32 C -0.233
33 O -0.626
34 N 0.219
35 C -0.073
36 O -0.694
37 N 0.975
38 C -0.548
39 O -0.566
40 H 0.491
41 H 0.282
42 H 0.148
43 H 0.487
44 H 0.463
45 H 0.496
46 H 0.447
47 H 0.251
48 H 0.498
49 H 0.171
50 H 0.329
51 Ge 0.594
52 C 0.098
53 C -0.422
54 C -0.347
55 C -0.492
56 C -0.675
57 C -0.199
58 C -0.133
59 C -0.562
60 C -0.525
61 C -0.524
62 C -0.801
63 C 0.526
64 H -0.056
65 H 0.275
66 H 0.386
67 H 0.410
68 H 0.430
69 H 0.473
70 H 0.348
71 H 0.402
72 H 0.401
73 H 0.457
74 H 0.315

***

Molar mass
In order: 686.67 798.53 786.09
Unit: g mol⁻¹
Energy above the lowest of the compared OMol25 structures with the same formula, charge and spin
In order: 15.7 0.0 0.0
Unit: kcal/mol